Entry 1:
C17H19BN6O3Pt | ωB97M-V/def2-TZVPD

**<S²>**: 2.03
**Lowest unoccupied orbital energy (alpha / beta)**: -8.469 / -10.189 eV
**HOMO energy (alpha / beta)**: -15.22 / -15.34 eV
**HOMO-LUMO gap (alpha / beta)**: 6.748 / 5.154 eV
**DFT total energy**: -36925.19880 eV
**Multiplicity**: 3
**Charge**: +2

Structure (XYZ):
```
47
Properties=species:S:1:pos:R:3:forces:R:3:mulliken_spin:R:1
Pt 0.07460 -0.14764 -0.32996 -0.705 0.057 -0.734 0.5704
O -1.72415 0.48773 0.40274 0.447 0.002 1.975 -0.0026
O -0.53450 2.86030 3.38818 0.028 -2.587 0.733 0.2051
O -2.46483 2.23487 1.59168 1.254 -1.109 -0.014 0.0284
N 0.00931 1.62714 -1.16919 1.600 1.938 0.296 0.1678
N 0.41502 1.82481 -2.46460 -0.491 0.297 0.449 0.0034
N -1.18020 -0.43306 -1.87570 -0.723 -2.131 -2.029 0.2910
N 1.57017 -0.68583 -1.50321 1.144 -0.090 0.291 -0.0075
N -0.73224 -0.24960 -3.17754 -0.167 0.222 0.887 -0.0163
N 1.73422 -0.26618 -2.80324 -0.318 -0.223 0.732 -0.0061
C 2.89199 -0.76706 -3.27427 -0.841 0.101 0.943 0.0104
C 3.47814 -1.48494 -2.23423 0.339 -0.130 -0.210 -0.0050
C -1.67262 -0.72748 -4.00995 0.485 0.213 1.084 -0.0088
C 0.24912 3.78505 -1.45125 0.221 0.754 0.003 0.0142
C 0.12436 1.00783 4.73993 0.560 -0.890 1.438 0.1265
C -0.58402 1.53610 3.64050 0.297 2.193 -0.066 0.2358
C -2.71019 -1.23363 -3.23606 -0.342 -0.860 0.066 0.0145
C -1.29820 0.64165 2.81071 -0.202 -1.220 -0.923 0.1191
C 2.64894 -1.40717 -1.11991 -0.210 0.465 -1.287 0.0147
C -0.82726 -1.18060 4.31465 -0.016 -0.391 0.084 0.2288
C -1.83678 1.16617 1.51976 -1.865 1.182 -0.671 0.0135
C 0.49886 3.15452 -2.66867 0.274 -0.903 0.736 -0.0103
C 0.01914 -0.34269 5.06177 0.779 0.668 -0.112 0.0028
C -1.46785 -0.67990 3.18083 -0.699 1.076 -0.840 0.0410
C -2.32722 -1.15985 -1.89099 0.433 1.338 -1.054 -0.0186
C -0.00033 2.80836 -0.49865 -0.052 -0.098 -1.631 -0.0231
C 0.79783 -3.44643 2.15984 -0.209 -0.854 -0.030 0.0090
B 0.59480 0.60202 -3.43904 -0.718 -0.528 1.181 -0.0060
H 1.27725 -4.08801 1.39551 0.187 0.484 0.559 0.0016
H 0.28090 4.84771 -1.28910 -0.058 0.048 0.054 0.0010
H 0.78236 0.92812 -4.57198 -0.037 -0.160 0.233 -0.0002
H -3.63250 -1.63866 -3.60854 -0.020 -0.198 -0.039 0.0041
H 2.76348 -1.80816 -0.10966 -0.109 0.153 -0.518 -0.0010
H -2.16839 -1.25748 2.57568 0.475 -0.208 0.173 0.0070
H 3.16801 -0.57672 -4.30760 0.108 -0.133 0.356 -0.0001
H -1.21617 3.03453 2.69878 -0.406 0.192 -0.173 -0.0105
H -1.45077 -0.70405 -5.06411 -0.485 0.125 -0.113 -0.0021
H 0.65385 -0.81206 5.82664 -0.514 0.589 -0.093 0.0054
H 0.76686 -2.40092 1.79886 -0.136 -0.343 0.232 -0.0011
H 1.29276 -3.52286 3.15146 -0.070 0.135 -0.839 -0.0017
H -0.95177 -2.23520 4.56567 0.089 0.332 0.078 0.0042
H 0.70805 1.67823 5.36983 -0.044 -0.105 -0.258 -0.0024
H 4.39596 -2.01212 -2.31695 0.520 -0.279 0.102 0.0000
H -0.20154 -3.91041 2.25749 0.218 0.671 -0.003 -0.0001
H 0.80935 3.52430 -3.63933 -0.275 0.070 0.210 -0.0001
H -0.21406 2.90996 0.56264 0.037 -0.161 -0.566 0.0003
H -2.80971 -1.48069 -0.95943 0.217 0.296 -0.695 0.0033
```
Positions in Å, forces in eV/Å.

Entry 2:
C17H19Br3N2O7 | ωB97M-V/def2-TZVPD

**Lowest unoccupied orbital energy**: -0.735 eV
**HOMO energy**: -9.88 eV
**HOMO-LUMO gap**: 9.142 eV
**DFT total energy**: -245370.88636 eV

Structure (XYZ):
```
48
Properties=species:S:1:pos:R:3:forces:R:3:lowdin_charge:R:1
Br 2.19027 -0.41890 -2.49228 -0.182 -0.095 0.302 0.5995
Br -0.09318 -1.43579 -0.42968 0.707 -0.669 -0.455 0.6796
Br 1.29770 -3.46304 -2.54651 -0.014 0.338 0.088 0.6071
O -2.52933 4.06906 -1.05268 -0.367 0.274 0.110 0.1442
O 3.35590 -1.26436 1.69734 0.342 -0.089 -0.190 0.0727
O 1.74855 0.15413 1.66226 0.205 0.130 -0.079 0.0317
O -3.51693 -4.68695 1.77593 0.189 -0.386 -0.167 0.0899
O -0.47942 3.13213 -1.11466 0.144 0.302 0.159 0.0427
O -0.60771 5.21686 -0.66722 0.247 0.210 0.022 0.0185
O -4.79802 -3.13927 1.01213 -0.266 -0.191 0.141 0.0772
N 2.88519 -0.17233 1.94201 -0.542 0.007 0.268 -0.3405
N -4.00401 -4.05406 0.86901 -0.367 1.234 -0.154 -0.3579
C 5.75066 1.43034 3.72624 -0.149 -0.125 -0.281 -0.0640
C -2.29193 -4.72872 -0.72252 0.498 -0.002 0.067 -0.0202
C 5.01501 0.49616 3.01824 -0.695 -0.440 -0.279 0.0011
C -1.31609 6.40568 -0.43613 -1.104 1.463 0.125 -0.0677
C 1.52896 -1.88715 -1.41980 -0.177 -0.208 -0.316 -1.5340
C -1.77231 -4.97958 -1.99982 -1.234 0.647 1.681 -0.0947
C 3.83593 2.90752 3.83077 0.175 -0.853 0.525 -0.0599
C 3.11389 1.96122 3.12892 -0.607 0.900 -1.092 -0.0119
C -1.33962 4.14353 -0.95613 0.355 -0.742 -0.067 -0.6007
C -0.99314 1.81528 -1.07438 0.179 -2.033 0.516 -0.2691
C -3.58414 -4.26936 -0.51938 0.708 -1.241 0.050 -0.1584
C -2.64218 -4.77261 -3.05943 1.085 -0.216 -0.480 -0.0782
C -3.94167 -4.36021 -2.84790 -0.288 -0.321 -0.131 -0.0734
C 5.16269 2.62773 4.12615 0.405 0.118 0.239 -0.0670
C -1.32269 1.24448 -2.44103 -0.154 1.254 -1.005 -0.0888
C -4.45283 -4.13938 -1.57544 -0.230 0.499 -0.838 -0.0029
C 3.69816 0.79487 2.68409 0.521 0.255 0.627 -0.1438
H -1.80035 1.66609 -0.35247 -0.491 0.755 -0.362 0.1306
H -2.27774 -4.92145 -4.06985 -0.150 -0.008 -0.024 0.1087
H 5.78466 3.31653 4.68467 -0.177 0.126 0.023 0.1072
H 5.35746 -0.48987 2.73153 0.406 0.178 0.020 0.1187
H -2.16028 6.55428 -1.11265 0.135 -0.357 -0.174 0.0956
H -1.68367 0.22160 -2.49504 -0.148 0.017 0.527 0.0564
H -1.65187 -4.85944 0.14039 -0.065 0.001 0.045 0.1183
H 2.33199 -2.19310 -0.76386 -0.219 0.344 0.424 -0.0435
H -5.48780 -3.83398 -1.52411 0.047 0.035 0.563 0.1228
H -0.48824 1.29684 -3.14620 0.342 -0.038 0.409 0.0578
H 3.27334 3.73623 4.23569 0.415 0.367 -0.164 0.1108
H -1.74325 6.49942 0.56626 0.187 -0.561 0.105 0.0977
H -0.72896 -5.23760 -1.98115 0.003 -0.273 -0.799 0.0425
H -2.05017 1.91922 -2.90495 -0.318 -0.300 0.090 0.0775
H -0.23817 1.19450 -0.58675 0.498 0.465 -0.363 0.0367
H 2.14296 2.28433 2.77328 -0.221 -0.593 0.237 0.1227
H 6.78490 1.21207 3.95076 0.007 0.086 0.129 0.1080
H -0.67547 7.27841 -0.55162 0.455 -0.393 -0.163 0.0919
H -4.58703 -4.27136 -3.71208 -0.086 0.131 0.092 0.1084
```
Positions in Å, forces in eV/Å.

Entry 3:
C17H19BrMoN2O2S | ωB97M-V/def2-TZVPD

**<S²>**: 2.04
**Lowest unoccupied orbital energy (alpha / beta)**: -7.988 / -9.122 eV
**HOMO energy (alpha / beta)**: -15.05 / -15.45 eV
**HOMO-LUMO gap (alpha / beta)**: 7.063 / 6.323 eV
**DFT total energy**: -107731.44782 eV
**Multiplicity**: 3
**Charge**: +2

Structure (XYZ):
```
43
Properties=species:S:1:pos:R:3:forces:R:3:mulliken_spin:R:1
Mo -0.04825 -0.46553 0.79858 -2.577 -0.652 0.804 1.5936
Br -1.96935 -2.06893 -1.50312 -0.072 0.067 -0.233 0.0221
S -0.79775 3.18637 3.52878 -0.030 -0.402 -0.353 0.3361
O -2.12095 -1.05313 1.22188 0.252 0.284 -0.835 -0.0266
O -0.62315 -1.38253 2.70028 1.798 0.203 0.045 -0.0251
N -1.14475 0.50227 -0.82992 -0.208 -0.143 -0.292 -0.0520
N -0.53145 1.08957 1.75558 0.589 0.136 -0.303 0.0222
C 2.36005 -1.67733 3.14898 -0.179 0.063 0.294 0.0117
C 2.52515 1.29727 -0.92362 -0.208 0.224 -0.001 0.0193
C 1.98675 -1.39003 1.73878 0.272 -0.080 -0.374 -0.0464
C 2.29755 -0.16283 1.12188 0.237 -0.147 -0.237 0.0029
C -0.65735 1.99437 2.52768 -0.064 1.100 0.954 0.0281
C -2.10605 2.53777 -1.72082 -0.047 -0.624 0.020 0.0008
C -1.82375 -1.44033 2.36948 -1.371 -0.483 0.365 0.0015
C -1.17255 1.84197 -0.96092 -0.006 0.597 -0.142 0.0170
C -3.05305 0.40967 -2.29042 0.182 -0.158 0.208 -0.0043
C 1.43475 -0.99683 -1.00472 0.715 -0.017 0.039 -0.0184
C -3.09185 1.78747 -2.37122 0.437 -0.053 0.283 0.0013
C 1.34705 -2.39543 0.95268 0.647 -0.211 -0.231 0.0284
C 1.00975 -3.48623 -1.28382 -0.143 -0.164 -0.173 0.0040
C -2.06485 4.01937 -1.82592 0.155 0.291 0.070 0.0007
C 2.00105 0.07327 -0.24312 0.622 -0.632 -0.094 0.0323
C -2.06445 -0.18853 -1.52402 -0.098 -0.235 -0.199 0.0015
C 1.22905 -2.27813 -0.44772 0.287 0.264 0.305 0.0347
H 2.87955 0.57757 1.66708 -0.436 0.047 0.050 0.0059
H -2.58955 -1.83023 3.05508 0.188 0.121 -0.074 -0.0013
H 3.57705 1.12607 -1.17052 -0.047 -0.047 0.009 0.0034
H 1.18195 -3.37133 1.40888 -0.274 0.285 0.008 -0.0029
H -2.90725 4.38457 -2.40532 -0.016 0.084 0.004 -0.0001
H 1.37515 -0.87613 -2.08662 -0.388 0.087 0.252 0.0021
H 1.94855 -4.04703 -1.29762 0.004 0.004 0.014 0.0019
H 0.24745 -4.14413 -0.87032 -0.007 -0.010 0.054 -0.0006
H 1.61885 -2.31513 3.63138 0.035 0.058 -0.031 0.0005
H 1.99955 1.50857 -1.85252 -0.040 -0.005 -0.011 0.0000
H -0.40705 2.39017 -0.42442 -0.085 -0.049 0.034 0.0084
H 0.75175 -3.24193 -2.31002 -0.017 0.045 -0.022 0.0005
H 3.31425 -2.21313 3.16288 -0.010 0.012 -0.118 -0.0013
H -2.08885 4.48057 -0.84052 -0.049 0.076 0.042 -0.0001
H -3.86805 2.27707 -2.94122 -0.031 0.043 -0.057 -0.0002
H 2.48325 -0.76633 3.73228 -0.015 -0.012 -0.023 -0.0017
H -1.14665 4.34187 -2.31462 0.024 0.066 -0.062 -0.0001
H -3.77635 -0.20703 -2.80142 -0.001 -0.053 -0.015 -0.0009
H 2.48475 2.17227 -0.27772 -0.024 0.022 0.025 0.0010
```
Positions in Å, forces in eV/Å.

Entry 4:
C17H19BrN2O4 | ωB97M-V/def2-TZVPD

**Lowest unoccupied orbital energy**: 0.373 eV
**HOMO energy**: -8.22 eV
**HOMO-LUMO gap**: 8.593 eV
**Structure (SMILES)**: COCCn1c(C)cc(C(=O)COC(=O)c2cncc(Br)c2)c1C
**DFT total energy**: -99149.81788 eV

Structure (XYZ):
```
43
Properties=species:S:1:pos:R:3:forces:R:3:lowdin_charge:R:1
Br 2.59274 -4.18756 -7.37213 -0.028 -0.026 0.195 0.7358
O 1.92083 -2.18580 -1.26461 0.082 -0.180 0.207 0.0085
O -0.54561 -1.41576 -1.51115 -0.045 0.098 0.124 0.1124
O 1.98938 -0.83003 -3.05660 -0.019 -0.153 0.122 0.1323
O -2.36999 2.56131 3.84567 0.073 0.089 -0.314 -0.1972
N 2.11030 -5.56233 -3.53236 -0.036 -0.516 0.267 0.0760
N -0.94379 2.16907 1.23333 0.001 -0.082 -0.153 -0.0145
C 0.07799 -0.73859 -0.72149 0.593 -0.271 0.025 -0.3199
C -0.82663 3.26292 2.16144 0.023 0.027 0.716 -0.0965
C 1.98024 -1.93616 -2.57721 0.152 0.191 -0.341 -0.4539
C -3.37241 2.60491 0.75193 0.079 0.060 0.073 -0.0230
C 1.42071 1.38552 1.45030 -0.003 0.026 -0.034 -0.0104
C -1.86223 0.74903 -0.19455 0.166 0.128 0.162 0.0329
C -0.49708 0.38165 -0.01048 -0.507 0.564 0.327 -0.1091
C -2.11046 1.83933 0.57824 -0.383 -0.258 -0.331 -0.2609
C 2.35593 -4.24716 -5.49025 0.025 0.100 -0.054 -0.6537
C -2.63568 2.07581 5.13622 0.012 -0.054 0.119 -0.1033
C 1.55801 -1.07712 -0.46316 -0.205 0.116 -0.277 -0.0808
C -1.00475 2.81279 3.61647 0.083 0.179 -0.096 -0.2032
C 0.04000 1.29119 0.89865 0.239 -0.519 -0.357 -0.1937
C 2.26456 -3.07829 -4.75726 -0.013 -0.123 0.143 -0.0348
C 2.27702 -5.47151 -4.83701 0.044 0.187 -0.385 -0.1834
C 2.09502 -3.18355 -3.37917 -0.027 -0.254 -0.175 -0.0865
C 2.01703 -4.45690 -2.81726 0.003 0.491 0.102 -0.0661
H -3.63031 2.68347 1.80661 -0.112 0.051 -0.002 0.0679
H -2.11941 1.12532 5.31704 -0.029 0.019 0.009 0.0918
H 2.18111 -0.21213 -0.71082 -0.060 -0.099 0.129 0.1290
H 1.71660 0.44307 1.90787 0.069 0.005 0.070 0.0826
H -3.28587 3.61008 0.33630 -0.080 0.089 -0.008 0.0839
H 1.49724 2.16115 2.20628 0.086 0.005 0.053 0.0670
H -3.71066 1.92128 5.19458 0.020 -0.029 0.091 0.0917
H -2.32674 2.79715 5.90276 -0.026 -0.029 -0.003 0.0899
H -4.17220 2.08928 0.22870 -0.049 -0.003 -0.039 0.0847
H 2.34809 -6.40386 -5.38066 0.017 -0.004 -0.135 0.1043
H -1.60511 3.99277 1.93622 0.134 0.007 -0.019 0.1282
H -2.54688 0.23645 -0.83818 -0.207 -0.069 -0.124 0.1181
H 2.13533 1.61218 0.65910 0.093 0.042 0.032 0.0891
H 1.87203 -4.58647 -1.75492 -0.015 0.087 0.080 0.1228
H -0.64725 3.60505 4.29399 -0.009 -0.072 -0.067 0.1303
H 0.14534 3.74796 2.04502 -0.143 -0.007 -0.015 0.1260
H -0.41555 1.90291 3.80903 0.000 0.096 -0.032 0.1277
H 2.31754 -2.10213 -5.21666 0.002 0.028 -0.035 0.1211
H 1.71555 -1.38633 0.57020 0.002 0.063 -0.055 0.1366
```
Positions in Å, forces in eV/Å.